1.
The following is a quantum chemistry calculation of an isolated molecule of C3H8N4S in a non-equilibrium geometry, from the Open Molecules 2025 dataset.

Each atom is followed by the atoms it is bonded to, with distances in Å.
Positions of all 16 atoms, in Å:
1 H 2.62073 -1.50970 1.44307  N2 1.111
2 N 1.99685 -0.59128 1.39792  H1 1.111, C3 1.304
3 C 0.76929 -0.87074 1.05887  N2 1.304, C4 1.488, N6 1.474
4 C 0.34690 -2.13623 0.40080  C3 1.488, N5 1.480, H10 1.092, H11 1.202
5 N 0.40399 -2.07808 -1.07734  C4 1.480, H12 1.080, H13 1.238
6 N -0.22416 0.17454 1.36625  C3 1.474, N7 1.479, H14 1.101
7 N -1.32747 0.31041 0.39025  N6 1.479, C8 1.331, H15 0.975
8 C -1.47045 1.28230 -0.50803  N7 1.331, S9 1.680, H16 1.108
9 S -0.25816 2.06358 -1.36965  C8 1.680
10 H 1.01480 -2.81327 0.93759  C4 1.092
11 H -0.69033 -2.61897 0.77059  C4 1.202
12 H 0.28815 -1.05231 -1.39487  N5 1.080
13 H 1.48512 -2.38828 -1.59361  N5 1.238
14 H 0.26853 1.15576 1.28752  N6 1.101
15 H -2.16325 0.22474 0.88526  N7 0.975
16 H -2.51217 1.62363 -0.67065  C8 1.108

Computed properties:
E_LUMO = 0.2 eV
molecular weight = 132.2 u
orbital gap = 9.1 eV
SMILES = [H]/N=C(\CN)NNC=S
ΔE to the lowest compared entry with this formula, charge and spin = 3.1708 eV
F_max = 5.08 eV/Å
spin multiplicity = 1

Results of the Löwdin charge analysis, in e, for atoms 1 through 4:
1 H 0.100
2 N 0.101
3 C -0.443
4 C -0.300



2.
The following is a quantum chemistry calculation of the ion C3H8N5 with charge +1 in a non-equilibrium geometry, from the Open Molecules 2025 dataset.

Each atom is followed by the atoms it is bonded to, with distances in Å.
Positions of all 16 atoms, in Å:
1 N 2.33788 -1.32878 0.01727  N2 1.319, H9 1.015, H10 1.008
2 N 1.42963 -0.39724 0.23639  N1 1.319, C3 1.292
3 C 1.58874 0.80341 -0.21284  N2 1.292, N4 1.342, H11 1.090
4 N 0.73662 1.81923 -0.00820  C3 1.342, C5 1.254
5 C -0.50734 1.91402 0.12069  N4 1.254, N6 1.418, H12 1.081
6 N -1.48601 0.89523 0.00316  C5 1.418, C7 1.313, H13 1.019
7 C -1.28737 -0.38531 0.21238  N6 1.313, N8 1.312, H14 1.096
8 N -2.17412 -1.30950 -0.07269  C7 1.312, H15 1.013, H16 1.009
9 H 3.21753 -1.09913 -0.43483  N1 1.015
10 H 2.33013 -2.10400 0.66161  N1 1.008
11 H 2.50301 1.11642 -0.71647  C3 1.090
12 H -0.93231 2.89557 0.27454  C5 1.081
13 H -2.39882 1.21270 -0.32018  N6 1.019
14 H -0.30109 -0.66366 0.60189  C7 1.096
15 H -3.06343 -1.09060 -0.50465  N8 1.013
16 H -1.99303 -2.27835 0.14194  N8 1.009

Computed properties:
total charge = +1
E_LUMO = -3.9 eV
molecular weight = 114.1 u
orbital gap = 8.4 eV
SMILES = N/N=C/N=C\NC=[NH2+]
ΔE to the lowest compared entry with this formula, charge and spin = 1.2100 eV
F_max = 1.84 eV/Å
spin multiplicity = 1

Results of the Löwdin charge analysis, in e, for atoms 1 through 4:
1 N 0.045
2 N -0.076
3 C -0.205
4 N 0.103



3.
The following is a quantum chemistry calculation of the ion C3H8N5 with charge +1 in a non-equilibrium geometry, from the Open Molecules 2025 dataset.

Each atom is followed by the atoms it is bonded to, with distances in Å.
Positions of all 16 atoms, in Å:
1 H 2.30402 -1.59006 0.16647  N2 1.013
2 N 1.43513 -1.07001 0.19955  H1 1.013, C3 1.253
3 C 0.64776 -1.39594 -0.71972  N2 1.253, N4 1.365, N5 1.405
4 N 1.17676 -1.74605 -1.92882  C3 1.365, H10 1.028, H11 1.023
5 N -0.69505 -1.00385 -0.85266  C3 1.405, C6 1.324, H12 1.022
6 C -1.28653 -0.05102 -0.14864  N5 1.324, N7 1.249, H13 1.120
7 N -0.79047 0.65750 0.75258  C6 1.249, C8 1.234
8 C -0.63794 1.40383 1.72322  N7 1.234, N9 1.320, H14 1.095
9 N -0.59358 2.72245 1.66884  C8 1.320, H15 1.075, H16 1.050
10 H 0.90429 -2.25040 -2.78254  N4 1.028
11 H 2.13851 -2.07370 -1.80847  N4 1.023
12 H -1.14522 -1.05549 -1.76896  N5 1.022
13 H -2.37019 0.05953 -0.41063  C6 1.120
14 H -0.35933 1.05477 2.72267  C8 1.095
15 H -0.62783 3.18351 0.69796  N9 1.075
16 H -0.10033 3.15493 2.48913  N9 1.050

Computed properties:
total charge = +1
E_LUMO = -3.6 eV
molecular weight = 114.1 u
orbital gap = 9.6 eV
SMILES = [H]/N=C(\N)N/C=N/C=[NH2+]
ΔE to the lowest compared entry with this formula, charge and spin = 0.8145 eV
F_max = 3.56 eV/Å
spin multiplicity = 1

Results of the Löwdin charge analysis, in e, for atoms 1 through 4:
1 H 0.071
2 N 0.147
3 C -0.522
4 N 0.120



4.
The following is a quantum chemistry calculation of a cluster of 2 separate species, C3H8N5 in total in a non-equilibrium geometry, from the Open Molecules 2025 dataset.

Each atom is followed by the atoms it is bonded to, with distances in Å.
Positions of all 16 atoms, in Å:
1 C -0.57467 0.76026 0.81782  C3 1.454, H9 1.116, H10 1.136, H11 1.055
2 C 0.75157 2.83887 0.13724  C3 1.432, H12 1.095, H13 1.107, H14 1.045
3 C 0.63924 1.43360 0.38671  C1 1.454, C2 1.432, H15 1.083
4 N -1.33965 -2.56744 -1.01870  N5 1.282, N7 1.269
5 N -0.91893 -1.42970 -0.60358  N4 1.282, N8 1.358
6 N 0.73355 -2.87360 -0.49910  N7 1.325, N8 1.301
7 N -0.38638 -3.40397 -0.96689  N4 1.269, N6 1.325, H16 1.078
8 N 0.37976 -1.64334 -0.26764  N5 1.358, N6 1.301
9 H -0.21977 0.00772 1.56133  C1 1.116
10 H -1.10451 0.03416 0.12331  C1 1.136
11 H -1.24071 1.39362 1.33656  C1 1.055
12 H 0.56199 2.86672 -0.94137  C2 1.095
13 H 1.79311 3.20164 0.22993  C2 1.107
14 H -0.03183 3.17644 0.74126  C2 1.045
15 H 1.34948 0.67690 0.07613  C3 1.083
16 H -0.39224 -4.47187 -1.11301  N7 1.078

Computed properties:
total charge = +1
E_LUMO (alpha / beta) = -4.2 / -10.6 eV
molecular weight = 114.1 u
orbital gap (alpha / beta) = 7.6 / 5.5 eV
ΔE to the lowest compared entry with this formula, charge and spin = 4.8540 eV
F_max = 4.67 eV/Å
spin multiplicity = 3

Results of the Löwdin charge analysis, in e, for atoms 1 through 4:
1 C -0.038
2 C -0.058
3 C -0.175
4 N 0.079



Question: spin multiplicity of number 1 (C3H8N4S)?
Answer: 1